Here is 14 unconnected molecules or ions with the total composition H28O14 at a distorted geometry from the OMol25 dataset. Energies are from ωB97M-V/def2-TZVPD.

```
42
Properties=species:S:1:pos:R:3
H -1.13 -0.40 -0.61
H 0.04 0.11 0.18
H 1.69 -4.59 -1.85
H 1.59 -3.16 -2.25
H 1.77 3.73 -1.25
H 2.09 4.69 -2.31
H 0.43 -2.14 3.05
H 1.90 -1.50 2.68
H 4.02 0.99 0.72
H 4.68 1.47 -0.60
H -3.80 -0.53 -0.55
H -2.88 0.59 -0.14
H -3.62 -1.77 -2.55
H -2.43 -2.26 -1.70
H -4.36 3.80 -0.36
H -3.66 2.81 -1.23
H -1.19 -3.51 1.20
H 0.09 -3.50 0.33
H 2.85 -0.42 -2.20
H 1.45 0.21 -1.72
H -3.46 -0.21 2.78
H -3.06 -0.46 1.33
H 0.41 2.00 1.23
H 0.43 2.04 -0.22
H 1.35 -1.67 0.72
H 2.75 -1.95 0.17
H 0.58 2.86 2.70
H 1.91 2.27 2.30
O -0.28 -0.07 -0.80
O 1.81 -4.04 -2.62
O 1.51 4.61 -1.58
O 1.33 -2.34 2.74
O 4.83 1.42 0.33
O -3.87 0.30 -0.04
O -3.39 -2.27 -1.67
O -4.57 3.00 -0.83
O -0.28 -3.87 1.19
O 2.42 0.41 -1.98
O -3.73 -0.09 1.82
O 0.55 2.66 0.59
O 2.09 -1.26 0.31
O 1.12 2.06 2.73
```

The spin multiplicity is 1. Its total charge is 0. The molecular weight is 252.21 g mol⁻¹. The value obtained for the HOMO energy is -10.3 eV. As for the energy above the lowest of the compared OMol25 structures with the same formula, charge and spin: 155.7 kcal/mol. Its total energy is -29114.900 eV.

List of Mulliken charges in e, atom by atom: H 0.123; H 0.239; H 0.329; H 0.297; H 0.300; H 0.304; H 0.300; H 0.348; H 0.309; H 0.316; H 0.388; H 0.241; H 0.374; H 0.290; H 0.304; H 0.292; H 0.327; H 0.220; H 0.254; H 0.320; H 0.270; H 0.251; H 0.492; H 0.377; H 0.220; H 0.265; H 0.328; H 0.347; O -0.577; O -0.626; O -0.595; O -0.608; O -0.633; O -0.633; O -0.674; O -0.598; O -0.573; O -0.567; O -0.453; O -0.722; O -0.428; O -0.740


Here is a molecular structure, H28O14 at a distorted geometry from the OMol25 dataset. Energies are from ωB97M-V/def2-TZVPD.

```
42
Properties=species:S:1:pos:R:3
O -9.44 -9.63 44.55
H -10.33 -9.19 44.76
H -8.90 -9.13 44.97
O -6.04 -7.59 40.41
H -5.55 -8.03 41.05
H -6.79 -7.34 40.95
O -6.93 -12.72 43.68
H -6.33 -12.14 44.00
H -7.75 -12.74 44.14
O -4.38 -8.84 46.56
H -5.21 -9.19 46.48
H -4.51 -7.88 46.52
O -7.05 -10.11 47.36
H -7.21 -9.36 46.67
H -7.83 -10.34 47.70
O -7.56 -6.66 42.56
H -8.24 -7.22 42.38
H -7.67 -5.78 42.19
O -2.48 -8.55 44.40
H -2.23 -9.39 44.32
H -3.14 -8.73 45.04
O -4.09 -7.86 42.17
H -3.33 -7.98 42.69
H -4.46 -6.96 42.31
O -5.56 -5.77 42.99
H -5.35 -4.97 42.42
H -6.45 -6.12 42.95
O -6.42 -8.67 44.65
H -5.89 -9.38 44.69
H -6.51 -8.60 43.68
O -8.22 -7.66 46.47
H -7.69 -7.39 47.41
H -7.46 -7.93 45.81
O -4.36 -6.18 45.58
H -3.67 -5.75 45.02
H -5.04 -6.34 44.95
O -5.35 -11.28 44.67
H -5.03 -11.26 43.70
H -4.71 -11.80 45.16
O -4.66 -10.64 42.13
H -4.04 -11.05 41.71
H -4.46 -9.73 42.10
```

The spin multiplicity is 1. Its total charge is 0. The molecular weight is 252.21 g mol⁻¹. The value obtained for the HOMO energy is -10.2 eV. As for the energy above the lowest of the compared OMol25 structures with the same formula, charge and spin: 125.4 kcal/mol. Its total energy is -29116.215 eV.

List of Mulliken charges in e, atom by atom: O -0.594; H 0.305; H 0.325; O -0.662; H 0.372; H 0.336; O -0.689; H 0.578; H 0.279; O -0.738; H 0.174; H 0.360; O -0.630; H 0.308; H 0.256; O -0.605; H 0.324; H 0.227; O -0.587; H 0.290; H 0.397; O -0.733; H 0.270; H 0.345; O -0.804; H 0.240; H 0.514; O 0.145; H 0.025; H 0.121; O -0.723; H 0.360; H 0.336; O -0.708; H 0.312; H 0.376; O -0.748; H 0.277; H 0.289; O -0.560; H 0.243; H 0.398


Here is a molecular structure, H28O14Xe at a distorted geometry from the OMol25 dataset. Energies are from ωB97M-V/def2-TZVPD.

```
43
Properties=species:S:1:pos:R:3
Xe -0.02 1.00 -0.21
O -3.88 -0.08 1.73
H -3.29 -0.60 1.18
H -3.32 0.59 2.12
O 1.71 0.66 -3.65
H 1.26 1.33 -3.14
H 2.64 0.81 -3.48
O -1.91 -2.00 0.92
H -1.15 -2.22 0.38
H -2.43 -2.80 0.95
O 0.31 -3.03 -0.29
H 0.38 -2.78 -1.21
H 0.56 -3.96 -0.28
O -1.48 -1.67 -2.96
H -1.77 -1.39 -3.83
H -0.53 -1.75 -3.04
O 0.24 2.84 3.49
H 0.57 3.07 4.36
H 0.82 2.14 3.19
O 1.53 0.60 2.80
H 1.78 0.25 1.95
H 2.24 0.35 3.38
O 1.13 -1.84 -2.91
H 1.20 -0.93 -3.20
H 1.71 -2.32 -3.51
O -3.37 0.24 -1.73
H -3.48 0.92 -2.39
H -2.64 -0.29 -2.05
O -0.70 -1.04 3.23
H 0.12 -0.57 3.05
H -1.00 -1.32 2.37
O 3.18 2.09 -0.27
H 3.88 1.69 -0.78
H 2.45 2.16 -0.89
O 2.33 -1.44 0.97
H 2.48 -1.90 1.79
H 1.89 -2.08 0.41
O -2.22 1.54 3.24
H -1.45 2.10 3.18
H -1.87 0.66 3.38
O 0.81 3.31 -2.62
H 1.21 4.16 -2.43
H 0.09 3.50 -3.21
```

The spin multiplicity is 1. Its total charge is 0. The molecular weight is 383.50 g mol⁻¹. The value obtained for the HOMO energy is -9.0 eV. As for the energy above the lowest of the compared OMol25 structures with the same formula, charge and spin: 5.8 kcal/mol. Its total energy is -38082.999 eV.

List of Mulliken charges in e, atom by atom: Xe 0.064; O -0.654; H 0.322; H 0.409; O -0.703; H 0.259; H 0.325; O -0.604; H 0.349; H 0.232; O -0.739; H 0.334; H 0.280; O -0.685; H 0.293; H 0.423; O -0.662; H 0.294; H 0.406; O -0.687; H 0.232; H 0.303; O -0.660; H 0.439; H 0.273; O -0.551; H 0.274; H 0.331; O -0.726; H 0.470; H 0.366; O -0.603; H 0.283; H 0.261; O -0.590; H 0.291; H 0.341; O -0.715; H 0.335; H 0.386; O -0.548; H 0.281; H 0.269


Here is a molecular structure, H28O26S3Zn3 at a distorted geometry from the OMol25 dataset. Energies are from ωB97M-V/def2-TZVPD.

```
60
Properties=species:S:1:pos:R:3
Zn 3.24 21.40 -7.72
Zn 6.40 22.49 -4.15
Zn 4.72 26.19 -6.75
S 7.43 25.58 -5.19
O 8.15 26.24 -4.12
O 6.18 26.32 -5.50
O 8.22 25.50 -6.41
O 7.04 24.20 -4.77
S 3.44 23.44 -5.23
O 2.89 22.43 -6.16
O 2.36 24.06 -4.43
O 4.45 22.87 -4.36
O 4.15 24.49 -5.98
S 6.34 21.76 -7.39
O 6.30 21.55 -5.92
O 7.15 22.88 -7.79
O 6.79 20.49 -8.00
O 4.96 22.05 -7.90
O 1.21 26.10 -3.05
H 1.54 25.37 -3.62
H 0.50 26.52 -3.55
O 4.59 25.76 -2.33
H 3.96 26.48 -2.22
H 4.15 25.15 -2.93
O 6.23 23.26 -2.13
H 5.51 23.91 -2.00
H 7.03 23.72 -1.81
O 5.96 25.29 -8.17
H 6.70 25.81 -8.50
H 6.39 24.44 -7.84
O 3.21 20.60 -2.06
H 3.53 21.41 -1.64
H 2.81 20.89 -2.91
O 2.57 22.97 -8.95
H 3.37 23.33 -9.37
H 1.85 23.14 -9.57
O 1.17 20.75 -7.64
H 0.82 19.89 -7.90
H 0.52 21.40 -7.94
O 3.43 26.98 -5.36
H 3.09 27.87 -5.25
H 2.92 26.42 -4.75
O -0.29 23.16 -3.94
H 0.59 23.48 -4.21
H -0.14 22.76 -3.07
O 5.98 20.59 -3.48
H 6.07 19.93 -4.17
H 5.48 20.16 -2.76
O 3.19 26.34 -8.14
H 3.15 26.77 -9.00
H 2.34 25.88 -8.03
O 3.91 19.73 -6.44
H 4.66 19.77 -5.84
H 4.19 19.11 -7.13
O 0.57 24.86 -6.57
H 1.03 24.66 -5.73
H -0.12 24.20 -6.62
O 1.68 20.71 -4.39
H 2.12 21.15 -5.15
H 0.75 20.94 -4.46
```

The spin multiplicity is 1. Its total charge is 0. The molecular weight is 736.57 g mol⁻¹. The value obtained for the HOMO energy is -7.4 eV. As for the energy above the lowest of the compared OMol25 structures with the same formula, charge and spin: 0.0 kcal/mol. Its total energy is -231455.791 eV.

List of Mulliken charges in e, atom by atom: Zn 0.255; Zn 0.387; Zn -0.035; S 1.188; O -0.758; O -0.543; O -0.738; O -0.468; S -0.885; O 1.314; O -0.659; O 0.149; O 1.354; S 0.663; O -0.382; O -0.821; O -0.736; O -0.387; O -0.637; H 0.371; H 0.356; O -0.692; H 0.304; H 0.260; O -0.471; H 0.259; H 0.346; O -0.497; H 0.376; H 0.226; O -0.703; H 0.322; H 0.407; O -0.339; H 0.335; H 0.229; O -0.406; H 0.277; H 0.274; O -0.271; H 0.248; H 0.266; O -0.693; H 0.357; H 0.298; O -0.288; H 0.294; H 0.311; O -0.339; H 0.282; H 0.232; O -0.548; H 0.178; H 0.355; O -0.677; H 0.354; H 0.325; O -0.718; H 0.217; H 0.323


What is the HOMO in the first record?
-10.3 eV